(1)
Below is a single C5H8N2 molecule, with properties calculated with wB97M-V/def2-TZVPD.

```
15
Properties=species:S:1:pos:R:3:mulliken_charge:R:1
N -2.59 0.77 0.07 -0.5645
N 0.90 -0.10 -0.15 0.1662
C 0.37 -1.29 0.24 -0.5473
C -1.31 0.19 -0.01 0.7597
C 2.29 0.24 -0.03 -0.8943
C -0.99 -1.16 0.33 -0.6832
C -0.13 0.82 -0.32 -0.6861
H 2.91 -0.24 -0.78 0.2857
H -3.31 0.10 -0.15 0.2518
H 2.66 -0.04 0.96 0.3386
H 2.41 1.32 -0.11 0.2980
H 1.01 -2.14 0.43 0.3929
H 0.08 1.83 -0.64 0.3137
H -2.68 1.59 -0.51 0.2375
H -1.69 -1.92 0.66 0.3313
```

## Properties
HOMO level	-7.395	eV
E_tot	-304.81600	a.u.
energy above the lowest of the compared OMol25 structures with the same formula, charge and spin	12.2	kcal/mol
spin multiplicity	1
LUMO energy	1.076	eV
Kohn-Sham gap	0.311	hartree

***

(2)
Below is a single C5H8N2 molecule, with properties calculated with wB97M-V/def2-TZVPD.

```
15
Properties=species:S:1:pos:R:3:mulliken_charge:R:1
N 0.32 0.30 0.94 -0.1961
N -1.23 -1.61 0.17 -0.4589
C 0.49 1.59 0.36 -0.5231
C -0.24 1.70 -0.77 -0.3552
C 1.41 -0.64 0.58 -0.9580
C -0.84 -0.28 0.16 0.0597
C -1.08 0.55 -0.89 -0.2187
H -1.13 -2.15 -0.69 0.1897
H 1.11 -1.60 0.99 0.3121
H -1.53 -2.13 0.98 0.2193
H -1.79 0.39 -1.69 0.4499
H 2.42 -0.40 0.94 0.3138
H -0.27 2.54 -1.44 0.4329
H 0.90 2.44 0.90 0.3837
H 1.45 -0.71 -0.52 0.3489
```

## Properties
HOMO level	-7.948	eV
E_tot	-304.77066	a.u.
energy above the lowest of the compared OMol25 structures with the same formula, charge and spin	40.7	kcal/mol
spin multiplicity	1
LUMO energy	1.070	eV
Kohn-Sham gap	0.331	hartree

***

(3)
Below is a molecular structure, C5H8N2, with properties calculated with wB97M-V/def2-TZVPD.

```
15
Properties=species:S:1:pos:R:3:mulliken_charge:R:1
N 0.16 0.37 0.37 -0.0793
N 1.02 -2.99 0.00 -0.3700
C 1.11 -1.84 -0.06 0.0506
C 0.02 1.71 -0.15 -0.3017
C 1.29 -0.38 -0.17 -0.1334
C -1.00 0.84 -0.75 -0.6239
C -1.37 -0.41 0.71 -0.8258
H -0.64 0.39 -1.69 0.2331
H -2.05 -0.93 0.04 0.2682
H 2.19 -0.11 0.39 0.3125
H 0.88 2.00 -0.75 0.2649
H -1.91 0.27 1.36 0.2828
H -0.26 2.47 0.59 0.1937
H -0.87 -1.17 1.33 0.4598
H 1.47 -0.15 -1.23 0.2684
```

## Properties
HOMO level	-7.785	eV
E_tot	-304.59813	a.u.
energy above the lowest of the compared OMol25 structures with the same formula, charge and spin	148.9	kcal/mol
spin multiplicity	1
LUMO energy	0.730	eV
Kohn-Sham gap	0.313	hartree

***

(4)
Below is a single C5H8N2 molecule, with properties calculated with wB97M-V/def2-TZVPD.

```
15
Properties=species:S:1:pos:R:3:mulliken_charge:R:1
N -0.32 -0.72 0.00 -0.5108
N 2.09 -0.29 -0.54 -0.2214
C 0.97 -0.39 -0.17 0.3914
C -1.47 1.42 0.26 -1.1362
C -2.65 -0.79 -0.14 -1.1744
C 3.45 -0.09 -0.01 -0.6140
C -1.44 0.05 0.01 0.9571
H -3.19 -1.05 0.86 0.2058
H -2.38 1.99 0.16 0.2664
H -2.21 -1.61 -0.58 0.3768
H -3.49 -0.36 -0.61 0.3672
H 3.44 -0.41 1.09 0.2773
H 4.16 -0.76 -0.52 0.2430
H -0.71 2.09 0.53 0.2927
H 3.75 0.91 -0.35 0.2792
```

## Properties
HOMO level	-7.887	eV
E_tot	-304.72803	a.u.
energy above the lowest of the compared OMol25 structures with the same formula, charge and spin	67.4	kcal/mol
spin multiplicity	1
LUMO energy	0.539	eV
Kohn-Sham gap	0.310	hartree